A structure of composition C6H8LiO6Tl. Source: the Open Molecules 2025 dataset; level of theory: ωB97M-V/def2-TZVPD.

* gap between HOMO and LUMO: 8.57 eV
* F_max: 3.790 eV Å⁻¹
* multiplicity: 1
* HOMO: -18.54 eV
* energy above the lowest of the compared OMol25 structures with the same formula, charge and spin: 0.0 kcal/mol
* net charge: +2

```
22
Properties=species:S:1:pos:R:3:forces:R:3:lowdin_charge:R:1
Tl 0.0640 2.3613 -0.4592 -0.1 1.5 -3.5 1.49
O -1.8306 2.0356 0.2798 -1.3 1.3 -0.1 0.03
O -1.5278 -0.2182 0.0060 0.1 0.5 0.2 0.09
C 2.4059 0.7414 -0.9954 0.4 0.1 1.4 -0.17
C 1.3224 1.4043 -1.8301 2.2 -0.7 -2.0 -0.18
O -2.0174 0.7241 2.1293 0.2 0.3 -1.1 0.16
C -1.8805 1.0513 0.9877 -0.8 -1.8 1.9 -0.56
H 3.0751 0.0863 -1.5715 -0.4 0.4 -0.2 0.17
H 3.0309 1.4849 -0.4791 -0.1 -0.2 -0.2 0.15
H 0.8349 0.6492 -2.4702 -0.6 0.6 0.5 0.10
H 1.8430 2.0948 -2.5156 -0.5 0.0 0.3 0.10
Li -0.1007 0.7076 2.9897 0.1 -0.4 0.2 0.83
O 0.8227 1.4411 1.1616 0.6 0.5 2.7 -0.15
O 1.9114 -0.1832 0.0251 0.1 0.2 -0.8 0.06
C -1.9619 -1.3553 0.2843 0.2 -0.4 0.1 -0.05
C -1.3764 -2.5621 -0.2957 -0.9 -0.1 0.7 0.05
O 0.8668 -0.6290 1.9080 0.3 1.5 -0.9 0.03
C 1.2113 0.2224 1.0590 0.0 -3.3 1.4 -0.73
H -2.7551 -1.4312 1.0419 0.1 0.0 -0.2 0.18
H -2.0416 -2.9196 -1.0965 0.0 0.0 0.0 0.14
H -0.3697 -2.4107 -0.6937 -0.2 -0.2 0.3 0.12
H -1.5266 -3.2950 0.5345 0.7 0.1 -0.8 0.14
```
Forces are in eV/Å.